# 1
{"formula": "C26H31BrN3O11P2S3Ta", "method": "wB97M-V/def2-TZVPD", "charge": 2, "lumo_energy_ev": -6.44, "species": ["Ta", "C", "N", "C", "C", "O", "C", "O", "C", "C", "O", "N", "C", "C", "H", "H", "H", "H", "H", "H", "H", "H", "H", "H", "H", "H", "H", "H", "H", "H", "O", "P", "O", "O", "O", "P", "O", "O", "O", "H", "H", "O", "C", "C", "C", "C", "C", "S", "C", "C", "C", "C", "S", "C", "C", "C", "C", "S", "H", "H", "H", "H", "H", "H", "H", "H", "H", "Br", "C", "C", "C", "C", "N", "C", "H", "H", "H", "H"], "positions_angstrom": [[0.356592, -0.015437, -0.485979], [-3.236917, -3.033382, -1.113465], [-3.677090, -1.722607, -0.673027], [-5.105137, -1.493886, -0.727013], [-2.797125, -0.853066, -0.234569], [-1.587888, -1.155293, -0.063742], [-3.169478, 0.595234, 0.081518], [-2.078686, 1.416365, -0.330487], [-2.297326, 2.045732, -1.592909], [-0.948503, 2.505434, -2.138288], [0.092161, 2.075540, -1.582416], [-0.934823, 3.362008, -3.131739], [-2.117892, 3.762194, -3.863773], [0.322215, 3.837613, -3.672903], [-3.798249, -3.304667, -2.006119], [-2.173851, -3.000647, -1.345676], [-3.412321, -3.777692, -0.335759], [-5.611870, -2.441013, -0.548328], [-5.431537, -0.793815, 0.036946], [-5.405493, -1.129207, -1.711063], [-4.101204, 0.924350, -0.383816], [-3.244213, 0.701685, 1.170013], [-2.734739, 1.341630, -2.311922], [-2.958730, 2.910852, -1.449450], [-2.839059, 2.951982, -3.925156], [-2.583896, 4.640604, -3.413039], [-1.822750, 4.014812, -4.880167], [1.129124, 3.602244, -2.983353], [0.509915, 3.341477, -4.625349], [0.265542, 4.914990, -3.823842], [3.820214, -1.013528, -2.203822], [2.346423, -0.629784, -1.924158], [2.190756, 0.550896, -0.977923], [1.506073, -1.713819, -1.330449], [1.726118, -0.156028, -3.300483], [0.096291, -0.218170, -3.523458], [-0.080465, -1.655106, -4.139926], [-0.351415, 0.901440, -4.337172], [-0.519686, -0.328682, -2.133458], [4.193855, -0.885282, -3.076631], [-0.023315, -1.670371, -5.095971], [0.706442, -0.706106, 1.077631], [1.443079, -1.573393, 1.926999], [2.815125, -0.964438, 1.931251], [3.814160, -1.093517, 1.010206], [4.883833, -0.198607, 1.241975], [4.665692, 0.621366, 2.301380], [3.148079, 0.316848, 3.046535], [1.353173, -2.965387, 1.357114], [0.188523, -3.543713, 0.938043], [0.361019, -4.881380, 0.530646], [1.644037, -5.304667, 0.672297], [2.670724, -4.072581, 1.281428], [0.806795, -1.592232, 3.288918], [1.301602, -2.054295, 4.467277], [0.366347, -1.942690, 5.524267], [-0.818755, -1.423971, 5.122468], [-0.828413, -1.056054, 3.431355], [3.816342, -1.828235, 0.225364], [5.777510, -0.179702, 0.646907], [5.317655, 1.368693, 2.708018], [-0.751516, -3.021607, 0.944852], [-0.437187, -5.503720, 0.168963], [2.053678, -6.273452, 0.468599], [2.290068, -2.463715, 4.575119], [0.581452, -2.237012, 6.534318], [-1.695567, -1.228745, 5.707026], [3.417191, 4.866110, 1.307195], [1.951221, 3.765098, 1.718066], [1.207754, 3.962071, 2.874963], [0.143113, 3.107532, 3.104662], [-0.136672, 2.102378, 2.188928], [0.582796, 1.917826, 1.077101], [1.607619, 2.735132, 0.848195], [1.464930, 4.752124, 3.565477], [-0.463990, 3.221766, 3.989258], [-0.945787, 1.405528, 2.352675], [2.186306, 2.561149, -0.047151]], "atomic_forces_ev_per_a": [[-3.29, 3.94, 2.22], [0.38, -0.43, -0.11], [0.44, 0.17, 0.19], [-0.59, 0.25, -0.06], [0.00, 0.29, -0.08], [0.61, 0.53, -0.03], [0.09, 0.00, 0.12], [0.32, -0.30, -0.19], [0.10, 0.17, -0.13], [-0.45, 0.16, 0.29], [0.35, -0.56, 0.33], [0.23, -0.15, 0.43], [-0.47, 0.16, -0.05], [0.51, 0.00, -0.08], [-0.01, -0.01, 0.03], [-0.10, -0.06, 0.00], [-0.03, 0.00, -0.01], [0.03, 0.06, 0.04], [0.00, -0.01, 0.02], [0.00, -0.02, 0.01], [0.12, -0.07, 0.08], [-0.12, -0.07, -0.15], [-0.06, 0.08, 0.05], [0.06, -0.22, -0.12], [-0.04, -0.04, -0.01], [0.00, -0.01, -0.02], [0.00, -0.05, 0.05], [-0.05, 0.08, -0.06], [0.00, 0.02, 0.01], [-0.02, -0.02, 0.03], [-0.42, 0.04, 0.56], [2.85, -0.85, -2.40], [0.00, 0.69, 0.37], [-0.82, 0.52, 0.73], [-0.02, -0.09, 0.00], [0.23, -0.05, -2.75], [-0.15, 0.02, 0.63], [0.02, -0.08, -0.10], [-1.11, -0.98, -1.42], [0.15, 0.08, -0.47], [-0.02, -0.05, -0.51], [-0.03, -1.44, 2.00], [1.11, -1.08, 0.79], [0.07, 0.21, 0.37], [-0.04, -0.14, 0.33], [0.10, 0.11, -0.05], [-0.46, -0.04, 0.09], [0.36, -0.25, -0.19], [0.06, -0.31, -0.19], [0.33, 0.22, 0.19], [0.07, -0.16, 0.00], [0.22, 0.21, 0.11], [-0.45, 0.00, -0.04], [-0.42, 0.47, -0.13], [0.00, 0.16, -0.44], [-0.19, 0.03, -0.02], [-0.15, 0.09, -0.36], [0.25, -0.34, 0.80], [0.00, -0.16, -0.07], [0.23, 0.02, -0.08], [0.16, 0.17, 0.06], [-0.13, 0.01, 0.00], [-0.10, -0.18, -0.07], [0.07, -0.23, -0.08], [0.21, -0.04, 0.02], [-0.03, -0.05, 0.22], [-0.17, 0.02, 0.17], [-0.04, -0.08, 0.00], [-0.16, -0.15, -0.03], [0.16, -0.15, -0.35], [-0.06, -0.18, -0.20], [-0.12, -0.04, 0.10], [0.12, -0.41, -0.57], [0.41, 0.43, 0.04], [-0.03, 0.02, 0.04], [-0.08, -0.08, 0.03], [-0.01, 0.08, 0.05], [0.00, 0.12, 0.04]], "mulliken_charge": [1.33, -1.05, 0.16, -1.18, 0.36, -0.68, -1.25, 0.16, -1.04, 0.40, -0.44, 0.26, -1.09, -0.99, 0.50, 0.25, 0.35, 0.42, 0.46, 0.34, 0.71, 0.34, 0.57, 0.66, 0.39, 0.35, 0.41, 0.16, 0.34, 0.48, -0.59, 0.26, -0.42, -0.25, -0.25, 0.58, -0.46, -0.67, -0.55, 0.35, 0.35, 2.25, 3.32, -0.10, -0.78, -1.27, -0.59, 0.00, -0.64, -0.24, -0.91, -0.61, -0.04, -0.86, -0.57, -0.93, -0.65, 0.13, 0.76, 0.53, 0.55, 0.38, 0.46, 0.56, 0.61, 0.50, 0.52, -0.11, -0.53, -0.13, -1.24, -0.23, 0.02, -0.24, 0.53, 0.51, 0.47, 0.54]}

# 2
{"formula": "C26H31FeN2O8", "method": "wB97M-V/def2-TZVPD", "s_squared": 6.0211, "charge": -1, "lumo_energy_ev": [0.90, 0.90], "spin_multiplicity": 5, "species": ["O", "C", "C", "H", "H", "C", "H", "H", "C", "H", "H", "H", "C", "H", "H", "H", "Fe", "C", "C", "C", "H", "C", "C", "H", "H", "H", "H", "C", "C", "C", "H", "C", "C", "H", "H", "H", "H", "O", "C", "C", "H", "H", "C", "H", "H", "C", "H", "H", "H", "H", "O", "C", "O", "C", "C", "C", "C", "C", "C", "N", "O", "O", "N", "O", "O", "H", "H", "H"], "positions_angstrom": [[0.047920, 0.093508, -6.220963], [0.230912, 1.386246, -6.898214], [0.286145, 0.817785, -8.301292], [1.197417, 1.834427, -6.647758], [-0.611917, 2.055841, -6.680058], [0.206744, -0.513160, -7.537230], [1.203716, 1.012069, -8.867609], [-0.587231, 1.111621, -8.878471], [1.528283, -1.229340, -7.600641], [2.315242, -0.524231, -7.305212], [1.737846, -1.568040, -8.621374], [1.499067, -2.093150, -6.931246], [-0.967122, -1.355334, -7.986812], [-1.912582, -0.805578, -7.929464], [-1.034306, -2.252979, -7.369171], [-0.821111, -1.678485, -9.029142], [-0.227998, -0.040984, -0.156803], [-2.211347, -0.556779, 1.132943], [-2.177150, 0.871479, 1.127263], [-2.237995, 1.313489, -0.228407], [-2.185880, 1.519086, 2.001424], [-2.375387, 0.149187, -1.068917], [-2.359796, -1.007599, -0.219838], [-2.491629, -2.042172, -0.536493], [-2.165134, -1.203723, 2.002398], [-2.207749, 2.350562, -0.561656], [-2.516618, 0.147455, -2.144031], [1.285031, -1.880057, 0.890656], [0.320832, -2.361551, -0.048543], [0.636756, -1.804745, -1.339459], [-0.437061, -3.113624, 0.159084], [1.794247, -0.960309, -1.167332], [2.172166, -1.001025, 0.206542], [3.038766, -0.493265, 0.622026], [1.387414, -2.195245, 1.928036], [0.219533, -2.119050, -2.293400], [2.363489, -0.441925, -1.936878], [1.916526, 0.929230, -4.605454], [0.783257, 0.403030, -3.849773], [-0.395144, 1.355168, -3.958857], [1.084791, 0.394971, -2.804058], [0.587823, -0.631258, -4.087165], [0.308426, 2.703939, -4.131048], [-1.076595, 1.303131, -3.103202], [-0.962110, 1.067722, -4.843697], [1.822139, 2.373034, -4.412919], [0.259916, 3.238020, -3.178986], [-0.186905, 3.324866, -4.890717], [2.416337, 2.712746, -3.529878], [2.202675, 2.836222, -5.343254], [-0.058370, -0.452080, 2.899170], [0.461624, 0.608604, 2.522806], [0.533620, 1.062250, 1.299336], [1.081380, 1.478772, 3.591215], [0.750473, 2.828597, 3.709179], [1.214865, 3.552943, 4.833663], [2.098581, 2.964559, 5.747695], [2.446116, 1.618619, 5.585888], [1.920855, 0.866502, 4.519851], [3.389792, 1.003732, 6.479339], [3.906064, 1.696253, 7.380717], [3.672704, -0.199678, 6.302709], [0.753244, 4.896635, 5.077139], [-0.093847, 5.397566, 4.308419], [1.237241, 5.499817, 6.061756], [0.119620, 3.304107, 2.960581], [2.482302, 3.541871, 6.583830], [2.166285, -0.185001, 4.422957]], "atomic_forces_ev_per_a": [[-0.24, 0.42, -3.03], [0.34, 0.65, 0.61], [-0.36, 0.23, 0.47], [-0.49, -0.05, 0.33], [0.35, -0.08, -0.05], [-0.03, -0.51, -1.21], [-0.21, -0.11, 0.20], [-0.04, -0.35, -0.23], [0.16, -0.23, 0.04], [-0.07, -0.34, 0.13], [-0.07, -0.03, 0.10], [0.27, 0.08, 0.01], [-0.03, -0.42, 0.17], [0.19, -0.04, 0.08], [-0.17, -0.04, 0.03], [0.03, 0.14, 0.26], [-0.15, -0.68, 0.44], [-0.80, 0.42, -0.76], [-0.71, -0.67, -0.78], [-0.17, -0.69, 0.10], [0.36, -0.22, -0.23], [0.11, 0.06, 0.64], [-0.40, 0.99, 0.29], [0.20, 0.42, 0.06], [0.07, 0.26, -0.24], [-0.05, -0.33, 0.05], [0.05, -0.02, 0.21], [0.31, -0.31, -0.95], [1.32, 0.03, -0.16], [0.67, -0.05, 0.62], [0.13, 0.36, -0.06], [-0.11, -0.30, 0.66], [-0.37, -0.93, -0.47], [-0.33, 0.01, 0.01], [-0.31, 0.31, -0.35], [-0.11, 0.27, 0.29], [-0.21, -0.29, 0.31], [-1.06, 1.16, 0.73], [0.80, 0.23, 1.45], [0.05, -0.31, -0.74], [-0.10, 0.23, -0.14], [0.04, -0.06, -0.50], [0.28, 0.29, 0.37], [0.49, 0.09, -0.02], [-0.20, 0.36, 0.35], [-0.38, -0.49, 0.00], [-0.02, 0.16, -0.14], [0.40, -0.11, 0.14], [-0.16, -0.39, -0.68], [-0.03, -0.03, 0.63], [0.84, 1.33, 0.16], [-0.48, -0.61, -1.53], [0.44, 0.20, 2.33], [0.07, 0.26, 0.15], [0.19, 0.32, 0.68], [0.34, -1.83, -0.58], [-0.17, 0.02, 0.14], [-0.98, 0.67, -1.50], [0.18, 0.42, 0.60], [1.89, -1.25, 1.63], [-1.01, -1.01, -1.53], [-0.61, 2.16, 0.27], [-0.51, 2.47, 0.44], [1.60, -1.08, 1.40], [-0.95, -0.99, -1.77], [0.11, -0.12, 0.23], [-0.09, -0.17, -0.20], [-0.09, 0.14, 0.01]], "nbo_charge": [-0.55, -0.06, -0.47, 0.19, 0.18, 0.27, 0.20, 0.20, -0.62, 0.22, 0.20, 0.22, -0.62, 0.21, 0.21, 0.21, 1.31, -0.34, -0.31, -0.40, 0.21, -0.41, -0.36, 0.22, 0.24, 0.22, 0.22, -0.32, -0.32, -0.44, 0.21, -0.41, -0.31, 0.21, 0.23, 0.22, 0.22, -0.55, -0.07, -0.46, 0.17, 0.20, -0.44, 0.23, 0.22, -0.08, 0.21, 0.20, 0.18, 0.17, -0.65, 0.76, -0.84, -0.11, -0.13, 0.07, -0.20, 0.07, -0.13, 0.49, -0.39, -0.37, 0.49, -0.37, -0.39, 0.26, 0.27, 0.27]}

Calculated energy above the lowest of the compared OMol25 structures with the same formula, charge and spin (kJ/mol), listed in the same order as above: 0.00 0.00